Entry 1:
70
Properties=species:S:1:pos:R:3 method="wB97M-V/def2-TZVPD" orbital_gap_ev="5.1 / 4.6" total_charge=+3 max_force_ev_per_a=3.94 lumo_ev="-9.3745 / -10.8939" relative_energy_ev=5.623 spin_multiplicity=2 homo_ev="-14.47 / -15.46"
Ir 0.26 0.33 0.22
O 0.06 -2.17 0.66
O 0.66 2.50 3.93
O -0.23 1.29 2.28
O 2.12 -0.60 -0.98
O -0.43 2.36 -0.90
O 4.16 -0.12 -1.58
N 1.16 -2.44 1.38
N -1.25 -0.19 -1.14
N 2.14 1.00 1.12
N 2.63 -4.24 2.07
N -1.58 -1.37 -1.57
C -3.17 -4.21 -4.12
C -1.58 2.17 -1.55
C 3.31 0.67 0.58
C 0.73 1.77 2.86
C 1.73 -3.45 1.70
C -2.13 -5.96 -2.85
C 5.04 -3.86 2.15
C -3.94 1.57 -2.92
C -0.72 -5.40 -0.94
C -0.44 -3.13 -0.22
C 3.26 1.75 3.09
C -1.81 -3.62 -2.20
C 5.09 -4.62 3.48
C -2.61 -3.25 -3.28
C -2.33 3.19 -2.12
C 2.11 1.52 2.35
C -0.17 -4.47 -0.08
C -3.22 0.55 -2.36
C 4.48 1.43 2.52
C -1.55 -5.00 -2.00
C 4.51 0.88 1.25
C 3.89 -4.39 1.29
C 3.17 -0.05 -0.74
C 0.06 3.70 -0.74
C 3.76 -4.51 4.23
C -1.25 -2.61 -1.30
C -2.01 0.82 -1.67
C -3.49 2.89 -2.82
C -2.94 -5.57 -3.90
C 2.60 -4.99 3.35
H -4.86 1.36 -3.45
H -3.58 -0.46 -2.40
H 1.64 -4.83 3.84
H 5.46 0.60 0.80
H -0.65 4.33 -0.21
H -3.39 -6.31 -4.54
H 0.98 3.62 -0.17
H 5.97 -3.99 1.60
H -2.79 -2.21 -3.47
H 3.18 2.17 4.08
H -0.52 -6.46 -0.79
H 4.89 -2.79 2.34
H 5.33 -5.67 3.29
H 3.59 -3.48 4.53
H 5.40 1.60 3.06
H -2.01 4.22 -2.05
H 4.02 -5.46 1.10
H 3.80 -3.87 0.34
H -0.24 2.64 4.25
H 0.29 4.13 -1.72
H 5.89 -4.22 4.10
H 4.93 0.44 -1.39
H 2.71 -6.04 3.12
H 3.78 -5.13 5.12
H -1.93 -7.01 -2.68
H -4.05 3.69 -3.28
H 0.45 -4.81 0.74
H -3.80 -3.90 -4.94

Entry 2:
64
Properties=species:S:1:pos:R:3 method="wB97M-V/def2-TZVPD" orbital_gap_ev=7.2 max_force_ev_per_a=4.44 lumo_ev=0.3453 homo_ev=-6.85
O 6.06 2.26 -2.87
O -2.26 2.85 2.02
O 0.86 -0.28 0.48
O 0.53 1.67 1.88
N 2.02 -1.55 -2.23
N 0.12 -2.60 -1.84
C 0.85 -3.37 -2.75
C -0.24 -2.27 4.60
C 0.27 -0.47 -0.62
C -1.66 0.62 1.57
C 4.13 1.44 -1.56
C 0.83 -1.48 -1.57
C -0.67 -1.29 3.67
C -4.02 2.07 -0.33
C -1.21 -2.96 -1.33
C 3.01 -0.54 -2.34
C 0.14 -0.19 3.29
C -3.83 -0.06 -1.39
C 6.18 3.36 -1.95
C -2.52 1.67 2.27
C -1.75 0.92 -0.23
C -5.39 2.09 -0.53
C 1.40 -0.14 3.93
C 1.82 -1.10 4.89
C -0.26 0.79 2.18
C -1.02 0.03 -1.06
C 3.86 -0.60 -3.45
C 4.90 0.31 -3.60
C 5.05 1.37 -2.66
C 3.15 0.46 -1.37
C 2.02 -2.75 -2.97
C -5.97 1.13 -1.37
C -3.73 1.26 3.09
C -5.17 0.06 -1.79
C 1.00 -2.19 5.23
C -3.21 1.02 -0.71
H -1.19 1.86 0.04
H -1.96 -2.64 -2.08
H -7.05 1.21 -1.58
H -1.26 -4.07 -1.23
H -4.61 1.06 2.45
H -5.63 -0.67 -2.46
H 5.54 0.27 -4.47
H 1.26 -2.90 6.03
H -3.94 2.09 3.75
H -1.30 -0.07 -2.17
H -3.54 2.92 0.14
H -3.27 -0.98 -1.63
H -3.62 0.41 3.76
H 6.42 2.98 -0.95
H 3.73 -1.33 -4.25
H -0.92 -3.11 4.79
H -1.38 -2.47 -0.34
H -1.67 -1.41 3.26
H 0.42 -4.28 -3.14
H 2.81 -1.05 5.35
H 2.80 -3.06 -3.63
H 2.07 0.66 3.65
H -2.07 -0.38 1.81
H 4.22 2.22 -0.80
H 5.27 3.98 -1.91
H 2.54 0.42 -0.47
H -5.97 2.90 -0.10
H 7.01 3.90 -2.41

Entry 3:
68
Properties=species:S:1:pos:R:3 method="wB97M-V/def2-TZVPD" orbital_gap_ev="8.0 / 4.0" total_charge=+3 max_force_ev_per_a=0.52 lumo_ev="-7.9880 / -12.0329" relative_energy_ev=0.000 spin_multiplicity=5 homo_ev="-15.97 / -16.01"
Pt -0.98 -1.91 0.38
S -3.56 -2.13 0.18
S 0.69 -6.02 -0.51
P 2.01 -0.56 -0.26
P -0.43 0.99 -1.15
O 1.21 -1.84 -0.06
O -1.05 0.03 -0.10
N -5.26 -4.00 1.08
N -0.65 -3.85 0.58
N -4.06 -3.17 2.70
C -4.92 -4.05 3.24
C 3.69 -0.90 -0.73
C 1.39 0.98 3.45
C 5.71 -2.10 -0.21
C 4.40 -1.78 0.09
C 2.01 0.50 1.18
C 0.38 4.89 -0.61
C -0.28 2.59 -0.40
C -1.78 1.09 -4.98
C 2.70 1.71 1.11
C -3.15 -2.32 3.47
C 5.62 -0.66 -2.14
C 2.72 2.56 2.20
C -0.93 0.97 -3.89
C -0.56 4.08 1.45
C 0.25 3.63 -1.17
C -5.67 -4.60 2.21
C 1.37 0.14 2.36
C 4.31 -0.34 -1.85
C -2.82 1.27 -2.41
C -0.69 2.81 0.91
C -4.25 -3.11 1.34
C -1.45 1.05 -2.60
C -0.02 5.11 0.70
C -3.66 1.39 -3.50
C -3.13 1.30 -4.79
C 2.06 2.20 3.37
C 6.32 -1.53 -1.32
C -0.08 -4.78 0.12
C 1.21 0.36 -1.63
H 0.87 -0.83 2.43
H 3.24 1.99 0.21
H 6.10 -0.23 -3.02
H 0.54 3.47 -2.21
H -3.79 1.41 -5.64
H -3.62 -1.36 3.65
H -1.38 1.03 -5.99
H 3.78 0.35 -2.49
H 7.36 -1.75 -1.54
H 0.79 5.70 -1.20
H -4.97 -4.24 4.30
H 0.07 6.10 1.13
H 1.07 -0.37 -2.43
H -6.45 -5.34 2.24
H -0.89 4.26 2.47
H -1.11 2.00 1.49
H -2.95 -2.82 4.41
H 0.13 0.81 -4.06
H 0.91 0.70 4.38
H 1.82 1.19 -1.98
H 2.09 2.86 4.23
H -5.63 -4.18 0.16
H -3.22 1.36 -1.41
H 6.27 -2.78 0.42
H 3.26 3.50 2.15
H -2.22 -2.19 2.91
H -4.71 1.57 -3.36
H 3.94 -2.21 0.97